Record 1
DFT (ωB97M-V/def2-TZVPD) results for 2 unconnected molecules or ions with the total composition CF2O6S2 at a distorted geometry.

```
11
Properties=species:S:1:pos:R:3:forces:R:3:lowdin_charge:R:1
C -0.6483 -0.1318 -0.0503 -2.2491 3.8505 -2.0512 -0.19
O 3.7711 -0.2750 1.3120 0.3147 -0.2881 0.4330 -0.48
O -2.6388 -0.4704 1.5711 -0.0061 -0.4916 2.6917 -0.36
O 3.3739 1.3936 -0.4639 -0.4339 -1.9853 0.3585 -0.50
O 2.9395 -1.1023 -0.8721 0.3171 0.8941 0.4046 -0.48
O -3.0499 -1.4311 -0.6282 1.2799 0.4363 0.5561 -0.40
O -3.0717 0.9517 -0.3193 0.7518 0.0480 0.0462 -0.37
F -0.4962 1.0989 0.5783 1.0804 -1.6321 -0.0381 -0.05
F -0.6644 0.2477 -1.3981 1.3882 -1.0971 1.0224 -0.05
S 3.0085 0.0268 0.0984 -0.0005 1.3361 -1.2179 0.50
S -2.5235 -0.3081 0.1720 -2.4425 -1.0708 -2.2053 0.39
```
Positions in Å, forces in eV/Å.

Gap between HOMO and LUMO (alpha / beta) in eV: 6.2 / 8.6
LUMO energy (alpha / beta) in Ha: 0.1847 / 0.2130
Net charge: -2

=====

Record 2
DFT (ωB97M-V/def2-TZVPD) results for a single CF2OS molecule at a distorted geometry.

```
5
Properties=species:S:1:pos:R:3:forces:R:3:lowdin_charge:R:1
C 0.4515 -0.0947 0.1320 3.5614 4.5044 -1.5745 -0.51
O -2.0618 -0.2602 -0.0308 -1.0318 0.0842 -0.0700 -0.57
F 1.5939 0.8413 -0.0375 -2.7536 -1.4946 0.8255 -0.09
F 1.0109 -1.2218 -0.0690 -1.2467 -1.1647 0.3811 0.16
S -0.9945 0.7354 0.0052 1.4708 -1.9293 0.4380 1.01
```
Positions in Å, forces in eV/Å.

Gap between HOMO and LUMO in eV: 9.0
LUMO energy in Ha: -0.0312

=====

Record 3
DFT (ωB97M-V/def2-TZVPD) results for 2 unconnected molecules or ions with the total composition CF3I2P.

```
7
Properties=species:S:1:pos:R:3:forces:R:3:lowdin_charge:R:1
C 0.5322 0.0689 1.0531 -0.3625 -0.1095 -0.3845 -1.01
F 0.2452 -0.7710 2.0507 -0.0395 -0.1761 0.2546 0.05
F 1.5459 -0.4640 0.3599 0.1695 -0.0605 -0.0888 0.05
F 0.9719 1.2090 1.5993 0.0799 0.3021 0.1001 0.06
P -0.9755 0.4789 -0.0360 0.1569 0.1521 0.1287 0.47
I -0.8266 1.2174 -4.3057 -0.0040 -0.0285 0.0482 0.01
I -1.4930 -1.7391 -0.7214 -0.0004 -0.0796 -0.0582 0.37
```
Positions in Å, forces in eV/Å.

Spin multiplicity: 3
Gap between HOMO and LUMO (alpha / beta) in eV: 8.7 / 6.6
LUMO energy (alpha / beta) in Ha: -0.0097 / -0.1268

=====

Record 4
DFT (ωB97M-V/def2-TZVPD) results for 2 unconnected molecules or ions with the total composition CF3IOS at a distorted geometry.

```
7
Properties=species:S:1:pos:R:3:forces:R:3:lowdin_charge:R:1
C 0.7168 -0.5398 0.4173 0.5711 0.1172 2.2865 -0.82
O -1.4680 1.0019 0.4219 -3.5684 1.1183 -3.1492 -0.57
F 1.1049 -1.4880 1.3738 -0.3320 1.1519 -1.5005 0.04
F 1.7644 0.2249 0.1138 0.8293 -0.4141 -0.2374 0.09
F 0.2770 -1.1155 -0.6468 -0.5317 -0.6107 -0.6707 0.16
S -0.4120 0.6551 1.2905 3.0098 -1.3548 3.1966 1.02
I -1.9831 1.2613 -2.9705 0.0218 -0.0078 0.0746 0.07
```
Positions in Å, forces in eV/Å.

Gap between HOMO and LUMO (alpha / beta) in eV: 8.5 / 6.7
LUMO energy (alpha / beta) in Ha: -0.0617 / -0.1120

=====

Record 5
DFT (ωB97M-V/def2-TZVPD) results for 2 unconnected molecules or ions with the total composition CF3N3 at a distorted geometry.

```
7
Properties=species:S:1:pos:R:3:forces:R:3:lowdin_charge:R:1
C 0.3233 0.3467 -0.0665 0.4735 -1.7015 1.3238 -0.31
N 1.5318 0.5564 0.5666 -1.4737 -0.2410 -2.3877 0.29
N 1.4147 0.7124 -0.7485 0.7610 -0.3047 1.4949 0.26
N -0.9425 0.2079 -0.0496 -1.8404 0.0658 -0.3468 -0.01
F 1.1680 -1.7794 0.4502 -0.4194 1.8581 -0.2626 -0.53
F -1.7076 -0.0661 -1.1305 1.1055 0.3565 -0.0995 0.14
F -1.7877 0.0221 0.9782 1.3934 -0.0331 0.2779 0.15
```
Positions in Å, forces in eV/Å.

Gap between HOMO and LUMO (alpha / beta) in eV: 7.8 / 7.8
LUMO energy (alpha / beta) in Ha: -0.0828 / -0.0827

=====

Record 6
DFT (ωB97M-V/def2-TZVPD) results for a single CF3NOS2 molecule at a distorted geometry.

```
8
Properties=species:S:1:pos:R:3:forces:R:3:lowdin_charge:R:1
C 0.0741 -1.1020 0.3884 3.2114 0.0319 0.2063 -0.95
N -1.3483 1.5991 -1.3311 -2.0268 -0.8984 -1.8714 -0.38
O 0.9246 1.3893 0.0572 0.3510 0.3082 0.6473 -0.92
F -0.0992 -0.8531 1.6721 -0.7654 0.3831 0.6892 0.12
F -0.9073 -0.7705 -0.3395 -2.9121 0.9497 -0.8852 0.13
F 0.2146 -2.4059 0.2545 0.9008 -0.9677 -0.0452 0.13
S 1.5725 -0.1086 -0.2054 -0.6748 -0.7402 -0.1139 0.97
S -0.4310 2.2517 -0.4963 1.9158 0.9334 1.3730 0.90
```
Positions in Å, forces in eV/Å.

Gap between HOMO and LUMO in eV: 8.9
LUMO energy in Ha: -0.0281

=====

Record 7
DFT (ωB97M-V/def2-TZVPD) results for 2 unconnected molecules or ions with the total composition CF3O3S at a distorted geometry.

```
8
Properties=species:S:1:pos:R:3:forces:R:3:lowdin_charge:R:1
C -2.2035 0.3834 0.1691 2.1109 -1.9158 -0.4084 -0.30
O 2.2207 -1.4205 -0.0317 -0.3815 -0.0694 -0.0631 -0.41
O 2.6570 0.7599 0.9766 -0.5045 0.1127 -0.1526 -0.42
O 1.7978 0.6298 -1.3511 -0.1735 -0.1065 0.4638 -0.41
F -2.8887 -0.7055 0.6598 0.6615 1.0999 0.2514 0.01
F -2.0243 0.0793 -1.1286 -0.5524 0.6919 0.0526 0.05
F -0.8670 0.3985 0.6574 -2.0483 0.1507 0.1025 -0.04
S 1.8983 0.0053 -0.0274 0.8878 0.0365 -0.2463 0.52
```
Positions in Å, forces in eV/Å.

Gap between HOMO and LUMO (alpha / beta) in eV: 4.1 / 9.3
LUMO energy (alpha / beta) in Ha: 0.0347 / 0.1240
Net charge: -1

=====

Record 8
DFT (ωB97M-V/def2-TZVPD) results for 2 unconnected molecules or ions with the total composition CF4N2 at a distorted geometry.

```
7
Properties=species:S:1:pos:R:3:forces:R:3:lowdin_charge:R:1
C 0.0321 -0.3548 -0.4605 0.5583 0.6910 1.6227 -0.39
N -0.4592 0.2941 0.6348 0.2451 -0.7153 -0.8793 0.18
N -0.6208 0.7218 -0.9071 -2.8524 -1.4227 0.6890 0.06
F 0.2683 -1.5238 -0.9135 -0.1006 -0.7904 -0.1674 0.21
F 2.3911 -0.6373 1.6894 -0.0078 0.0002 -0.0059 0.01
F -1.7207 -0.2764 1.1920 0.5482 0.3215 -0.7648 -0.10
F 0.1093 1.7764 -1.2350 1.6091 1.9157 -0.4943 0.02
```
Positions in Å, forces in eV/Å.

Gap between HOMO and LUMO (alpha / beta) in eV: 10.3 / 5.2
LUMO energy (alpha / beta) in Ha: -0.0658 / -0.1660

=====

Record 9
DFT (ωB97M-V/def2-TZVPD) results for a molecular structure, CF4NO2S2Zn at a distorted geometry.

```
11
Properties=species:S:1:pos:R:3:forces:R:3:lowdin_charge:R:1
Zn -1.7857 -1.0548 2.5801 -1.4075 -1.4833 4.5762 0.87
F 2.3859 -0.1901 1.0071 -1.7576 2.2007 -0.7607 -0.27
N 0.0750 1.4935 0.0160 2.1821 -0.5433 1.2473 -0.46
S 1.3939 1.2658 0.9200 1.7939 1.2094 0.1546 1.05
O 2.2661 2.4406 0.8268 -1.3233 -2.4798 0.0380 -0.24
S -1.1752 0.5037 -0.0619 -0.9523 -1.5445 -1.0396 1.05
O -1.3308 -0.5880 1.0224 1.6587 2.1997 -4.0202 -0.74
C -0.5481 -0.7467 -1.3501 0.0274 -0.3922 -0.9129 -0.75
F -1.6248 -1.3495 -1.8292 -0.0542 0.2700 0.1090 0.16
F 0.1005 -0.1150 -2.3090 -0.1921 0.1861 0.1624 0.17
F 0.2433 -1.6595 -0.8221 0.0248 0.3771 0.4460 0.17
```
Positions in Å, forces in eV/Å.

Gap between HOMO and LUMO (alpha / beta) in eV: 9.6 / 4.7
LUMO energy (alpha / beta) in Ha: -0.2277 / -0.3127
Net charge: +1

=====

Record 10
DFT (ωB97M-V/def2-TZVPD) results for 2 unconnected molecules or ions with the total composition CF6P2S2 at a distorted geometry.

```
11
Properties=species:S:1:pos:R:3:forces:R:3:lowdin_charge:R:1
F -0.2557 1.3382 -0.5538 1.8138 2.7576 -3.1624 0.21
C -0.7940 0.5804 0.2565 -2.6119 -3.2882 2.9362 -0.77
F -0.3094 0.8088 1.4825 -0.4173 0.2772 0.2643 0.09
F -2.1514 0.8165 0.2269 0.8285 0.2589 0.5190 0.08
P -0.6452 -1.3038 -0.0882 0.4476 -0.5358 -1.8639 0.38
F -2.1540 -1.5545 -0.4941 0.6499 -0.4694 0.9822 -0.17
F -0.2393 -1.1362 -1.6607 0.3173 -0.4489 1.9131 -0.20
S 0.3080 -2.5358 1.0939 -1.4437 1.5550 -1.5710 0.31
F 1.8226 0.0824 -0.0648 2.5396 1.3301 -0.0148 -0.55
P 3.3240 1.0172 -0.0729 -1.4146 -2.1784 -0.2525 0.46
S 4.7019 -0.2087 -0.5164 -0.7091 0.7417 0.2499 0.17
```
Positions in Å, forces in eV/Å.

Structure (SMILES): FC(F)(F)P(F)(F)=S.FP=S
Gap between HOMO and LUMO in eV: 8.3
LUMO energy in Ha: -0.0698

=====

Record 11
DFT (ωB97M-V/def2-TZVPD) results for a single CFIS molecule at a distorted geometry.

```
4
Properties=species:S:1:pos:R:3:forces:R:3:lowdin_charge:R:1
F 0.5110 1.3398 -0.0614 0.2048 1.3970 0.0393 -0.01
C 0.0899 0.1612 0.0424 3.0807 -6.3013 -0.3929 -1.16
S 1.3792 -1.3585 -0.0071 -3.9431 4.6426 0.2616 0.31
I -1.9801 -0.1425 0.0261 0.6576 0.2616 0.0921 0.85
```
Positions in Å, forces in eV/Å.

Structure (SMILES): FC(=S)I
Gap between HOMO and LUMO (alpha / beta) in eV: 7.7 / 7.7
LUMO energy (alpha / beta) in Ha: -0.0506 / -0.0505

=====

Record 12
DFT (ωB97M-V/def2-TZVPD) results for 2 unconnected molecules or ions with the total composition CFN3O2 at a distorted geometry.

```
7
Properties=species:S:1:pos:R:3:forces:R:3:lowdin_charge:R:1
C -1.2668 0.0925 0.0912 3.3559 0.1500 -0.5324 -0.24
N -2.3823 0.1149 0.3315 -2.3249 0.1957 0.6937 0.24
N -0.0549 -0.0656 -0.4094 -3.2344 -2.8806 -1.2848 0.20
N 1.1157 0.3320 0.0208 2.7995 2.9637 0.2182 -0.47
O 1.2998 1.5037 -0.3180 -0.5524 -0.2394 0.3746 0.14
O 1.9363 -0.3878 0.4659 0.0536 -1.0083 0.6766 0.18
F 0.0028 -2.1807 -0.1451 -0.0973 0.8189 -0.1459 -0.06
```
Positions in Å, forces in eV/Å.

Gap between HOMO and LUMO (alpha / beta) in eV: 8.3 / 8.3
LUMO energy (alpha / beta) in Ha: -0.1585 / -0.1470